No. 1
Formula: H22O11
Source: the OMol25 dataset
Level of theory: ωB97M-V/def2-TZVPD

Results
Structure (SMILES): O.O.O.O.O.O.O.O.O.O.O
Energy relative to the best compared isomer or geometry (same formula, charge and spin), kcal per mole: 93.3

Structure (ORCA input):
```
! wB97M-V def2-TZVPD RIJCOSX def2/J DEFGRID3
* xyz 0 1
O -0.406 -0.581 -0.718
H -1.000 -0.987 -1.359
H 0.057 -1.328 -0.322
O 4.397 -0.869 2.034
H 3.747 -1.407 2.500
H 4.275 -1.103 1.107
O -3.332 0.903 0.474
H -3.284 1.587 -0.203
H -4.254 0.914 0.754
O -1.509 3.161 -0.228
H -2.410 3.346 -0.516
H -1.364 3.780 0.497
O 1.440 -2.785 -2.302
H 0.911 -3.479 -1.892
H 1.907 -3.236 -3.014
O 0.427 -2.229 3.669
H -0.370 -2.742 3.495
H 0.602 -1.779 2.835
O 0.301 -0.607 -3.015
H -0.600 -0.466 -3.326
H 0.666 0.282 -2.944
O 2.174 1.638 1.944
H 3.114 1.852 1.948
H 2.113 0.840 2.480
O -0.678 3.320 -3.627
H -0.943 2.460 -3.280
H -1.495 3.691 -3.979
O -2.254 -3.609 -0.793
H -1.550 -4.163 -0.437
H -1.907 -3.303 -1.638
O -0.187 1.929 2.813
H -0.138 0.967 2.850
H -1.053 2.104 2.427
*
```

***

No. 2
Formula: C2H4ClFO
Source: the OMol25 dataset
Level of theory: ωB97M-V/def2-TZVPD

Results
Energy relative to the best compared isomer or geometry (same formula, charge and spin), kcal per mole: 86.2

Structure (ORCA input):
```
! wB97M-V def2-TZVPD RIJCOSX def2/J DEFGRID3
* xyz 0 1
C -1.465 0.054 -0.045
C 2.771 0.541 -0.719
O -0.345 -0.514 0.499
F 2.730 1.498 0.223
Cl 2.203 -0.853 -0.151
H -0.931 0.482 -0.972
H -2.100 0.808 0.545
H -2.248 -0.762 -0.400
H -0.614 -1.254 1.021
*
```